Formula: C3H10N2S
Source: the Open Molecules 2025 dataset
Level of theory: the ωB97M-V functional and the def2-TZVPD basis

The total energy is -17083.5952 eV. The value obtained for the HOMO energy (spin up / spin down) is -0.2558 / -0.2558 Ha. Its lowest unoccupied orbital energy (spin up / spin down) is 0.6 / 0.6 eV. The value obtained for the energy relative to the best compared isomer or geometry (same formula, charge and spin) is 483.3 kJ/mol.

Geometry as ORCA input:
```
! RIJCOSX wB97M-V def2-TZVPD def2/J DEFGRID3
* xyz 0 1
C 0.62357 0.39464 -2.25135
C 0.03164 1.92381 0.50992
C -1.08409 -2.00233 1.68782
N 0.91817 -0.31709 -1.22224
N 0.14346 -0.67858 -0.22330
S 0.53821 -1.91007 0.90148
H -0.24769 0.88279 -2.56804
H 1.19610 2.38448 0.04825
H 1.26804 0.44816 -3.03241
H 0.05880 1.26254 1.35606
H -0.73828 2.78047 0.58368
H -0.46390 1.20709 -0.15741
H -1.85483 -2.19627 0.97083
H -1.26909 -0.91294 1.99228
H -1.04718 -2.74571 2.47093
H 1.92709 -0.52099 -1.06649
*
```

Here are the Löwdin charges for atoms 1 to 2, given in e: atom 1 (C): -0.0127, atom 2 (C): -0.1045

Formula: C3H10N2S
Source: the Open Molecules 2025 dataset
Level of theory: the ωB97M-V functional and the def2-TZVPD basis

The total energy is -17087.3277 eV. Its SMILES is [H]/N=C\NC.CS. The value obtained for the HOMO energy is -0.2910 Ha. Its lowest unoccupied orbital energy is 0.7 eV. The value obtained for the energy relative to the best compared isomer or geometry (same formula, charge and spin) is 123.2 kJ/mol.

Geometry as ORCA input:
```
! RIJCOSX wB97M-V def2-TZVPD def2/J DEFGRID3
* xyz 0 1
H -0.66650 -1.89178 -0.58215
N -0.67137 -1.06372 -1.17839
C 0.41139 -0.40230 -0.97228
N 1.22119 -0.53039 0.13825
C 2.48393 0.20149 0.13034
H 0.65402 0.47065 -1.57344
H 1.23164 -1.47323 0.49912
H 3.10394 -0.22986 0.91684
H 2.35922 1.26026 0.36392
H 3.01469 0.13262 -0.81890
C -2.14383 0.83534 0.92851
S -3.19524 -0.19188 -0.12767
H -1.50593 0.31595 1.64479
H -1.49131 1.41309 0.27365
H -2.68427 1.56940 1.52863
H -2.12157 -0.41564 -1.17121
*
```

Here are the Löwdin charges for atoms 1 to 2, given in e: atom 1 (H): 0.0675, atom 2 (N): -0.0102

Formula: C3H10N2S
Source: the Open Molecules 2025 dataset
Level of theory: the ωB97M-V functional and the def2-TZVPD basis

The total energy is -17082.2979 eV. The value obtained for the HOMO energy (spin up / spin down) is -0.2977 / -0.3226 Ha. Its lowest unoccupied orbital energy (spin up / spin down) is -0.1 / -1.1 eV. The value obtained for the energy relative to the best compared isomer or geometry (same formula, charge and spin) is 608.5 kJ/mol.

Geometry as ORCA input:
```
! RIJCOSX wB97M-V def2-TZVPD def2/J DEFGRID3
* xyz 0 1
C -1.05077 -1.56545 -1.95219
C -0.09932 1.98159 -0.67099
C 0.90681 -0.30528 2.79931
N -1.54795 -0.21793 0.53786
N -0.22419 -0.44974 -1.61501
S -0.21996 0.11830 -0.21261
H -1.86656 -1.62094 -1.26778
H -0.44132 -2.48301 -1.92382
H -1.47452 -1.32976 -2.86885
H -0.14997 2.68597 0.17357
H 0.72445 2.33730 -1.21478
H -0.95266 2.16893 -1.44138
H -0.09769 -0.66433 3.08106
H 1.56552 -1.04113 2.29129
H 1.03904 0.69914 2.65555
H -1.48715 -0.06202 1.59816
*
```

Here are the Löwdin charges for atoms 1 to 2, given in e: atom 1 (C): -0.1840, atom 2 (C): -0.2034

Formula: C3H10N2S
Source: the Open Molecules 2025 dataset
Level of theory: the ωB97M-V functional and the def2-TZVPD basis

The total energy is -17088.0083 eV. Its SMILES is NCNCCS. The value obtained for the HOMO energy is -0.3328 Ha. Its lowest unoccupied orbital energy is 0.9 eV. The value obtained for the energy relative to the best compared isomer or geometry (same formula, charge and spin) is 57.5 kJ/mol.

Geometry as ORCA input:
```
! RIJCOSX wB97M-V def2-TZVPD def2/J DEFGRID3
* xyz 0 1
N -3.58402 -0.09352 -0.38096
C -2.34842 0.21416 0.33794
N -1.15005 -0.19170 -0.40933
C 0.07366 -0.21324 0.41393
C 1.28049 -0.24854 -0.49117
S 2.80594 0.37276 0.33344
H -3.77314 -1.08078 -0.25350
H -3.44003 0.06153 -1.37199
H -2.38118 1.25804 0.64554
H -2.34269 -0.39395 1.23965
H -1.02732 0.53337 -1.10814
H 0.06528 0.69282 1.03153
H 0.06818 -1.05549 1.10903
H 1.56787 -1.26563 -0.73121
H 1.21001 0.46395 -1.30544
H 3.18234 -0.68316 1.06685
*
```

Here are the Löwdin charges for atoms 1 to 2, given in e: atom 1 (N): -0.0033, atom 2 (C): -0.3332

Formula: C3H10N2S
Source: the Open Molecules 2025 dataset
Level of theory: the ωB97M-V functional and the def2-TZVPD basis

The total energy is -17087.4492 eV. Its SMILES is NC[C@H](N)CS. The value obtained for the HOMO energy is -0.3304 Ha. Its lowest unoccupied orbital energy is 0.9 eV. The value obtained for the energy relative to the best compared isomer or geometry (same formula, charge and spin) is 111.5 kJ/mol.

Geometry as ORCA input:
```
! RIJCOSX wB97M-V def2-TZVPD def2/J DEFGRID3
* xyz 0 1
N -2.20394 0.35083 -1.29632
C -1.43322 -0.88120 -0.95530
C 0.03376 -0.59520 -0.51354
N 0.86473 -1.78038 -0.29221
C -0.09551 0.22658 0.78535
S 1.42908 1.25051 1.16779
H -2.51691 0.21093 -2.26012
H -1.62171 1.16531 -1.39612
H -1.94538 -1.36055 -0.02914
H -1.22197 -1.71034 -1.72138
H 0.58715 0.17222 -1.15719
H 1.32639 -2.36219 -1.06614
H 1.37309 -1.67016 0.54722
H -0.84353 0.98916 0.55413
H -0.37992 -0.39002 1.61836
H 0.72184 2.45311 1.44642
*
```

Here are the Löwdin charges for atoms 1 to 2, given in e: atom 1 (N): -0.0127, atom 2 (C): -0.2521

Formula: C3H10N2S2
Source: the Open Molecules 2025 dataset
Level of theory: the ωB97M-V functional and the def2-TZVPD basis

The total energy is -27923.4305 eV. Its SMILES is NC[C@@H](N)CSS. The value obtained for the HOMO energy is -0.3210 Ha. Its lowest unoccupied orbital energy is 0.7 eV. The value obtained for the energy relative to the best compared isomer or geometry (same formula, charge and spin) is 49.6 kJ/mol.

Geometry as ORCA input:
```
! RIJCOSX wB97M-V def2-TZVPD def2/J DEFGRID3
* xyz 0 1
N -1.51301 -2.00367 -0.37618
C -0.26893 -1.22819 -0.38929
C -0.56688 0.20345 0.08979
N -1.46446 0.27841 1.26377
C 0.73312 0.93207 0.48089
S 1.13291 1.94902 -1.08855
S 2.85911 2.83399 -0.50971
H -1.32613 -2.98874 -0.29524
H -2.20271 -1.84421 -1.09682
H 0.20923 -1.14524 -1.36315
H 0.45057 -1.72187 0.26703
H -0.98753 0.87153 -0.66303
H -0.98721 0.03846 2.12824
H -2.09793 -0.50390 1.09083
H 1.64062 0.33506 0.55123
H 0.57698 1.71472 1.21109
H 3.81226 2.27911 -1.30089
*
```

Here are the Löwdin charges for atoms 1 to 2, given in e: atom 1 (N): -0.0119, atom 2 (C): -0.2374